[1]
ORCA calculation (ωB97M-V/def2-TZVPD) on a structure of composition C16H48As2F12N4O4 at a distorted geometry.

The LUMO energy is -5.639 eV. As for the total energy: -185799.5053 eV. Its orbital gap is 8.17 eV.

Structure (ORCA input):
```
! wB97M-V def2-TZVPD RIJCOSX def2/J DEFGRID3
* xyz 2 1
C -3.9693 -2.2432 -1.4292
C -3.2788 -1.7239 -2.6987
C -4.0246 -0.6227 -3.4700
O -3.9687 0.5571 -2.6859
C -5.0350 1.4921 -2.7854
N -1.9428 -1.2250 -2.3057
H -1.6912 -1.5372 -1.3763
H -1.2855 -1.5788 -2.9814
H -2.0073 -0.2185 -2.3153
H -3.3608 -2.9063 -0.8335
H -4.9403 -2.6945 -1.6638
H -4.1633 -1.3827 -0.7667
H -3.1403 -2.6011 -3.3275
H -5.0646 -0.9051 -3.6316
H -3.5593 -0.4514 -4.4448
H -4.9422 2.1680 -1.9289
H -6.0298 1.0134 -2.7943
H -4.9156 2.1015 -3.6655
C 2.4142 2.0983 -2.0714
C 1.0345 2.7051 -2.0401
C 0.1332 2.3712 -0.9143
O -0.7947 3.4198 -0.9933
C -1.9081 3.2428 -0.1418
N 1.2853 4.1922 -2.1411
H 2.0199 4.5411 -1.5396
H 1.5068 4.4306 -3.1192
H 0.3955 4.6450 -1.8283
H 2.9258 2.4794 -2.9484
H 2.4376 1.0108 -2.1505
H 2.9807 2.4151 -1.1882
H 0.4129 2.4869 -2.9162
H 0.6283 2.3841 0.0419
H -0.2402 1.3683 -1.1054
H -2.4794 2.3656 -0.4155
H -2.4573 4.1543 -0.2951
H -1.6577 3.1998 0.9266
C 1.9285 2.3832 3.6011
C 0.7616 3.3495 3.6496
C -0.3280 2.8708 4.5721
O -1.0465 4.0738 4.9062
C -2.0261 4.0373 5.9141
N 1.2914 4.7116 4.0970
H 1.9333 4.6027 4.8822
H 1.7133 5.2570 3.3411
H 0.4416 5.1594 4.5097
H 1.5706 1.4815 3.1159
H 2.2231 2.1040 4.6133
H 2.8018 2.7353 3.0378
H 0.2960 3.4303 2.6775
H 0.0873 2.5297 5.5248
H -0.9613 2.1597 4.0331
H -1.6207 3.6335 6.8557
H -2.8447 3.4004 5.5528
H -2.3637 5.0442 6.0243
C 4.1462 -1.9645 -0.0211
C 3.6504 -3.3712 -0.3052
C 3.4021 -4.2169 0.8814
O 2.7948 -5.3953 0.4707
C 2.3178 -6.2476 1.4789
N 2.4153 -3.2041 -1.0765
H 1.6620 -2.7721 -0.5477
H 2.4880 -2.6299 -1.9284
H 2.0353 -4.0742 -1.3800
H 4.6465 -1.4701 -0.8745
H 4.8494 -1.9813 0.8016
H 3.2746 -1.4550 0.4315
H 4.1583 -3.8133 -1.1416
H 2.6807 -3.6827 1.5678
H 4.3748 -4.4401 1.3175
H 2.0766 -7.2219 1.0441
H 1.3772 -5.7859 1.8142
H 3.0573 -6.3539 2.2923
As -0.1441 -3.9919 -3.5436
F -1.5982 -4.2327 -2.5084
F 0.2224 -2.5891 -2.5342
F 1.2411 -3.5649 -4.5498
F -0.4556 -5.4775 -4.5401
F -1.1354 -2.9435 -4.6114
F 0.8411 -4.9721 -2.3958
As 0.0460 -0.8203 1.2984
F 0.4425 -2.5531 1.1139
F 0.7329 -0.5903 -0.3554
F -0.2880 0.9407 1.4532
F -0.6078 -1.1705 2.9080
F 1.6989 -0.5150 1.9189
F -1.5785 -1.1560 0.5574
*
```

Results of the Löwdin charge analysis, in e, for atoms 1 through 8: number 1, C, carries -0.0239; number 2, C, carries -0.3133; number 3, C, carries -0.1493; number 4, O, carries -0.2264; number 5, C, carries -0.0693; number 6, N, carries 0.2163; number 7, H, carries 0.0993; number 8, H, carries 0.0919

***

[2]
ORCA calculation (ωB97M-V/def2-TZVPD) on a structure of composition C16H48BHgN4O4 at a distorted geometry.

The LUMO energy is -7.820 eV. As for the total energy: -36354.2753 eV. Its orbital gap is 4.25 eV.

Structure (ORCA input):
```
! wB97M-V def2-TZVPD RIJCOSX def2/J DEFGRID3
* xyz 1 1
Hg 1.8672 -0.4207 -1.0252
B 4.1757 -1.6231 -2.8917
H 4.8381 -2.1513 -3.5599
H 4.1974 -2.0387 -1.8962
H 4.4186 -0.5721 -2.8658
H 3.1711 -1.6676 -3.2828
C 5.2092 -2.6984 3.0231
C 3.7702 -2.1991 3.1604
C 3.3894 -1.9122 4.6520
O 1.9875 -1.5541 4.7204
C 1.3990 -1.6643 5.9704
N 3.4488 -1.0191 2.3700
H 5.3334 -3.6333 3.5697
H 5.8927 -2.0165 3.5290
H 5.4684 -2.7333 1.9649
H 3.0450 -2.9553 2.8597
H 3.9922 -1.1132 5.0836
H 3.5923 -2.8638 5.1434
H 0.3447 -1.4367 5.8126
H 1.8152 -0.8686 6.5881
H 1.6161 -2.6493 6.3836
H 4.1858 -0.3296 2.3303
H 2.7018 -0.7720 3.0032
C -0.5226 1.1419 -5.1699
C -1.5133 1.4865 -4.1454
C -2.9324 1.8476 -4.7852
O -3.7183 2.2005 -3.6669
C -5.1074 2.5480 -4.1036
N -1.5133 0.4772 -3.0939
H 0.3920 0.8634 -4.6464
H -0.1996 1.9987 -5.7612
H -0.8888 0.2578 -5.6917
H -1.0782 2.3792 -3.6960
H -3.5264 1.0783 -5.2786
H -2.9241 2.6903 -5.4766
H -5.5706 1.6164 -4.4284
H -5.1981 3.1993 -4.9729
H -5.6287 2.8827 -3.2067
H -2.3701 0.6878 -2.6024
H -1.8359 -0.3652 -3.5484
C -1.0640 3.9474 1.6503
C -0.2516 3.0735 0.6791
C 1.1156 3.7120 0.2865
O 1.7776 2.8098 -0.6843
C 2.4508 3.5066 -1.6360
N 0.0298 1.7074 1.2487
H -1.7161 3.3761 2.3109
H -1.5270 4.8335 1.2162
H -0.3894 4.3655 2.3976
H -0.8800 2.9045 -0.1953
H 1.6494 3.7467 1.2362
H 0.9221 4.7304 -0.0502
H 3.1516 2.9400 -2.2491
H 2.9103 4.4263 -1.2737
H 1.7862 3.9169 -2.3963
H 0.2948 1.8750 2.2088
H -0.8377 1.1914 1.2873
C -1.4538 -3.5899 1.9763
C -1.9695 -3.4002 0.5425
C -3.3385 -2.6111 0.5086
O -3.1455 -1.1701 0.6330
C -4.3665 -0.5087 0.8460
N -0.8574 -2.9582 -0.2840
H -1.3499 -2.6399 2.5005
H -0.6204 -4.2788 2.1140
H -2.1788 -4.2578 2.4414
H -2.2342 -4.4061 0.2167
H -4.0332 -2.8323 1.3189
H -3.9327 -2.9241 -0.3499
H -4.8421 -0.6618 1.8147
H -5.0961 -0.6974 0.0584
H -4.2051 0.5672 0.7781
H -1.2436 -3.0056 -1.2160
H -0.2790 -3.7859 -0.3043
*
```

Results of the Löwdin charge analysis, in e, for atoms 1 through 8: number 1, Hg, carries 1.2042; number 2, B, carries -0.3333; number 3, H, carries 0.0178; number 4, H, carries -0.0820; number 5, H, carries -0.0896; number 6, H, carries -0.0773; number 7, C, carries -0.0462; number 8, C, carries -0.4307

***

[3]
ORCA calculation (ωB97M-V/def2-TZVPD) on a structure of composition C16H48NO11 at a distorted geometry.

The LUMO energy is 2.859 eV. As for the total energy: -41368.1274 eV. Its orbital gap is 8.85 eV.

Structure (ORCA input):
```
! wB97M-V def2-TZVPD RIJCOSX def2/J DEFGRID3
* xyz -1 1
N -0.0674 -0.2248 -0.1955
O 0.2296 -0.1348 -1.3645
O 0.6916 0.4192 0.5305
O -1.1594 -0.6748 0.1365
C -1.0804 3.9742 0.8945
C -2.2144 2.8602 0.8275
O -1.6494 1.9502 1.7175
H -0.1694 3.6502 0.4885
H -1.3454 4.3352 1.9895
H -1.4664 4.8502 0.2655
H -2.0214 2.4602 -0.2375
H -3.1954 3.1542 1.0485
H -1.2144 1.4802 1.1665
C -1.8664 1.6162 -5.7285
C -0.8824 0.9312 -4.7415
O -1.3014 1.3222 -3.4065
H -1.5834 1.7282 -6.8725
H -1.8184 2.7012 -5.5315
H -2.9054 1.3002 -5.7045
H 0.1486 1.2582 -5.0095
H -0.7724 -0.1648 -4.6225
H -0.9344 0.8272 -2.6365
C -6.0764 0.4882 -0.3295
C -4.8704 -0.1298 0.4115
O -3.9864 -0.5938 -0.5325
H -6.7434 0.9322 0.5845
H -6.5874 -0.3798 -0.8105
H -5.8044 1.3652 -0.7635
H -5.0184 -1.0038 1.1025
H -4.5404 0.7012 0.9085
H -3.0624 -0.5398 -0.1845
C 1.4216 -0.9558 5.0545
C 1.2956 -0.1468 3.8455
O 2.0776 -0.6638 2.8315
H 1.1516 -2.0238 4.7715
H 0.6286 -0.5088 5.6205
H 2.2896 -0.8108 5.5535
H 1.6106 0.9192 4.1545
H 0.1786 -0.0838 3.6245
H 1.6646 -0.2298 2.0325
C -0.7454 -4.4828 2.9285
C -0.6494 -3.2238 2.1625
O -1.9654 -2.7718 1.7725
H 0.3106 -4.8338 3.3635
H -1.1044 -5.1378 2.1975
H -1.2174 -4.5008 3.8345
H 0.0076 -3.3788 1.3955
H -0.2594 -2.4578 2.6885
H -1.8634 -2.0908 1.2175
C -1.1124 -2.5468 -0.7095
C 0.0966 -3.4818 -0.5045
O -0.1754 -4.8088 -0.9435
H -2.0034 -2.8628 -0.1205
H -1.3974 -2.5538 -1.7485
H -0.7014 -1.7688 -0.2395
H 0.3636 -3.4628 0.5045
H 0.9526 -3.0888 -1.1995
H 0.3346 -5.5368 -0.3735
C 4.3236 1.1812 -3.5325
C 3.3276 0.2112 -2.9755
O 2.8446 0.6562 -1.7605
H 5.1966 1.2982 -2.7145
H 3.9836 2.3162 -3.5445
H 4.7506 0.7882 -4.4875
H 3.5666 -0.8998 -2.9745
H 2.4836 0.3692 -3.6745
H 1.9876 0.2162 -1.5305
C 4.8906 2.6272 2.0385
C 3.9756 2.2312 0.9095
O 4.7306 1.7972 -0.2275
H 5.6336 3.2642 1.5895
H 5.2596 1.7432 2.3795
H 4.2276 3.1942 2.6885
H 3.6596 3.1042 0.3675
H 3.2006 1.5622 1.0625
H 4.0336 1.3702 -0.7295
*
```

Results of the Löwdin charge analysis, in e, for atoms 1 through 8: number 1, N, carries -0.5168; number 2, O, carries 0.0261; number 3, O, carries 0.0222; number 4, O, carries -0.0461; number 5, C, carries -0.0788; number 6, C, carries -0.2893; number 7, O, carries -0.0405; number 8, H, carries 0.0425